No. 1
A molecular structure, C16H20N8O5SSc. Source: OMol25; level of theory: wB97M-V/def2-TZVPD.

The geometry in XYZ format:
```
51
Properties=species:S:1:pos:R:3:forces:R:3
Sc 0.41414 -0.74086 -1.15272 -0.234 -0.162 0.038
C -2.88454 -1.81374 2.71198 0.063 -0.044 0.030
C -4.00810 -0.96237 2.13340 -0.018 0.040 -0.018
C -3.51715 0.20492 1.25078 0.124 0.028 0.007
C -4.72356 0.99675 0.71803 -0.011 -0.027 0.045
C -4.33851 2.17232 -0.17011 0.027 0.077 -0.045
C -2.69447 1.13001 2.13156 -0.038 0.041 0.078
O -3.15729 1.71701 3.08241 0.066 -0.052 -0.091
N -1.35519 1.26782 1.81081 -0.173 -0.070 -0.036
C -0.74944 0.64084 0.75421 0.189 -0.084 -0.210
O 0.48025 0.78966 0.56150 -0.074 0.006 0.058
N -1.41624 -0.14471 -0.10261 -0.382 0.054 0.222
C -2.76620 -0.40290 0.05592 0.121 0.073 0.008
O -3.37492 -1.10815 -0.71342 0.050 -0.020 -0.042
H -3.29063 -2.64421 3.29168 -0.005 0.043 -0.014
H -2.24182 -1.23414 3.38171 -0.037 -0.008 -0.034
H -2.25606 -2.24281 1.92679 -0.032 0.029 0.005
H -4.61250 -0.53078 2.93271 0.004 -0.014 0.024
H -4.66079 -1.56960 1.50578 0.008 -0.026 -0.001
H -5.29187 1.34126 1.58311 -0.012 0.028 -0.008
H -5.34201 0.28949 0.16581 -0.008 0.006 -0.027
H -3.73587 2.90766 0.37194 -0.025 -0.051 -0.012
H -5.22823 2.68968 -0.53249 0.023 -0.027 0.022
H -3.77250 1.84573 -1.04679 -0.019 -0.014 0.047
H -0.78301 1.85393 2.39862 0.043 0.046 0.042
N 3.83102 2.40530 -2.90655 -0.313 0.118 -0.054
C 2.95818 3.09495 -3.62946 0.006 0.041 0.097
N 3.39397 4.15714 -4.33000 -0.089 0.019 -0.066
N 1.65493 2.83932 -3.72001 -0.097 -0.287 0.130
C 1.17701 1.80201 -3.10436 0.200 0.162 -0.071
N 0.69437 0.88509 -2.57874 0.093 0.228 -0.139
H 4.80188 2.65768 -2.92924 0.073 -0.038 0.034
H 3.59770 1.57457 -2.33843 0.163 0.026 -0.228
H 4.34912 4.45417 -4.30919 0.054 0.029 0.010
H 2.71904 4.68548 -4.85126 -0.001 -0.004 -0.023
S -0.64277 -3.35045 -3.59234 -0.014 0.039 0.037
C -0.19726 -2.25746 -2.58816 0.141 0.008 -0.038
C 2.55590 -3.39953 2.21357 0.108 0.083 -0.088
N 3.06752 -2.48217 1.19631 0.107 -0.051 0.068
C 4.39885 -2.14594 1.09620 -0.132 -0.103 0.040
C 4.83783 -1.26647 0.18673 -0.002 0.081 0.037
C 3.88633 -0.62145 -0.71071 0.034 -0.335 -0.131
O 4.24066 0.23052 -1.53026 -0.059 -0.081 0.234
N 2.59214 -1.05247 -0.62437 0.146 0.142 0.090
C 2.19535 -1.91955 0.31532 -0.267 0.036 -0.089
O 0.95975 -2.19602 0.36944 0.241 -0.014 0.078
H 3.39988 -3.78819 2.77668 0.016 -0.003 0.008
H 2.02154 -4.22088 1.74497 -0.030 -0.013 -0.041
H 1.87774 -2.87954 2.88598 -0.028 0.026 0.003
H 5.05243 -2.64648 1.79695 0.014 0.010 0.002
H 5.88334 -1.01241 0.11036 -0.013 0.012 0.011
```
Forces are in eV/Å.

Properties
Multiplicity: 2
Gap between HOMO and LUMO (alpha / beta), eV: 5.97 / 9.69



No. 2
A molecular structure, C16H20N8OReS2. Source: OMol25; level of theory: wB97M-V/def2-TZVPD.

The geometry in XYZ format:
```
48
Properties=species:S:1:pos:R:3:forces:R:3
Re -0.65024 0.84714 -0.38455 0.481 0.062 -0.565
C 4.48871 1.84912 -0.67581 -0.015 -0.008 0.014
N 3.67572 1.68937 0.55510 0.088 0.020 0.020
C 4.17555 1.79616 1.82639 0.024 0.003 -0.060
C 3.15182 1.60221 2.68708 -0.060 -0.011 0.002
N 2.00592 1.37495 1.93136 0.029 0.015 0.075
C 2.36981 1.43468 0.62303 -0.118 -0.097 -0.142
S 1.43140 1.20048 -0.83526 0.019 0.084 -0.009
C 0.71462 1.14332 2.49628 0.051 -0.037 -0.051
C 0.56843 1.21743 3.87107 0.039 0.013 0.050
C -0.66254 0.97919 4.45760 -0.032 -0.010 -0.005
C -1.74982 0.66344 3.64759 0.028 0.000 0.028
C -1.53871 0.62149 2.29713 0.066 0.031 0.007
N -0.33347 0.85451 1.69294 -0.051 0.060 -0.033
H 5.52859 1.93602 -0.37551 -0.002 0.001 0.018
H 4.18746 2.75497 -1.19735 -0.017 0.004 0.009
H 4.37538 0.97262 -1.30918 -0.011 -0.010 0.011
H 5.21751 1.99876 2.02057 -0.006 -0.002 0.008
H 3.17599 1.60327 3.76062 0.007 0.001 -0.006
H 1.40130 1.46785 4.50738 -0.011 0.002 0.008
H -0.76991 1.04303 5.53398 0.003 0.002 -0.003
H -2.73314 0.47003 4.05504 0.003 0.001 0.000
H -2.37043 0.40059 1.63185 -0.011 0.052 -0.004
N -1.65349 0.92350 -2.43506 0.082 0.000 -0.072
N -2.03436 2.19820 -2.90898 0.027 0.093 0.118
C -2.12259 3.21496 -2.04650 0.130 -0.003 -0.058
N -2.62584 4.36357 -2.39499 0.006 0.020 0.009
S -1.52767 3.01352 -0.40689 -0.471 -0.240 0.277
H -1.07883 0.48437 -3.15569 0.032 0.110 -0.057
H -2.50518 0.35332 -2.37864 0.041 -0.081 0.007
H -2.42882 2.24813 -3.84470 -0.021 -0.014 0.003
H -3.00459 4.54741 -3.32033 -0.005 -0.002 -0.003
H -2.66045 5.13982 -1.74203 0.007 0.000 0.000
N -1.40125 -6.33537 -1.04816 0.022 0.085 -0.070
C -0.93591 -5.39475 -1.88040 -0.055 -0.107 0.103
O -0.53199 -5.57202 -3.00342 0.011 0.006 -0.032
C -0.90143 -3.94128 -1.38154 -0.004 0.001 0.005
C -0.34663 -3.03448 -2.29342 0.009 -0.001 -0.011
C -0.27075 -1.70794 -1.98042 0.059 -0.017 0.093
N -0.72747 -1.21161 -0.79018 -0.379 -0.011 0.400
C -1.24719 -2.09652 0.10378 -0.040 0.024 -0.097
C -1.34765 -3.44483 -0.15983 -0.012 -0.033 -0.001
H -1.42863 -7.28796 -1.38724 0.005 -0.009 -0.008
H -1.74863 -6.16648 -0.12192 0.007 0.003 0.008
H 0.02520 -3.41857 -3.23721 -0.001 -0.004 0.004
H 0.21432 -1.01542 -2.65623 0.029 0.002 0.019
H -1.59055 -1.70128 1.04994 0.009 0.002 -0.007
H -1.77956 -4.07893 0.60272 0.010 -0.003 -0.002
```
Forces are in eV/Å.

Properties
Charge: +4
Multiplicity: 2
Gap between HOMO and LUMO (alpha / beta), eV: 4.69 / 4.88



No. 3
A molecular structure, C16H20NO2Tl. Source: OMol25; level of theory: wB97M-V/def2-TZVPD.

The geometry in XYZ format:
```
40
Properties=species:S:1:pos:R:3:forces:R:3
Tl -1.00191 0.53388 0.39257 0.921 -0.475 -0.152
C 0.73888 -2.23652 1.69090 -0.581 -0.372 -0.667
C -0.68361 -2.29919 1.70941 0.631 0.086 -0.253
C -1.13988 -2.41319 0.35577 0.485 0.222 -0.118
H -1.31134 -2.28880 2.59714 0.108 0.098 -0.140
C 0.01285 -2.43668 -0.49173 0.257 -0.169 0.687
C 1.16613 -2.32901 0.33346 -0.961 -0.372 0.171
H 2.19745 -2.33589 -0.01229 -0.256 0.142 0.078
H 1.38937 -2.15603 2.55538 -0.160 0.128 -0.080
H -2.17610 -2.50017 0.02114 0.282 -0.003 0.135
H 0.00838 -2.54784 -1.57606 -0.013 0.188 0.330
C 1.78091 1.93712 0.64202 0.142 -0.447 -0.372
C 2.46051 0.72007 0.35483 -0.226 0.584 -0.315
C 2.30395 0.44185 -1.03093 -0.202 0.885 -0.090
H 3.01450 0.11268 1.06749 -0.243 0.099 -0.098
C 1.51920 1.47812 -1.60461 0.796 0.075 0.437
C 1.19324 2.41022 -0.57572 0.068 -0.540 -0.162
H 0.61918 3.32737 -0.70982 0.133 -0.140 0.083
H 1.71987 2.42370 1.61362 -0.069 -0.187 -0.238
H 2.71542 -0.40798 -1.57610 -0.203 0.138 0.211
H 1.25768 1.56530 -2.65839 -0.079 -0.096 0.361
O -1.07975 0.26228 -1.94145 -0.597 0.149 0.877
C -0.82656 0.29497 -4.26844 -0.063 0.377 -0.546
C -2.22276 0.54077 -3.85748 -0.473 0.069 0.483
C -0.30694 -1.05820 -4.41681 0.595 -0.806 -0.191
C -0.14771 1.39724 -4.96584 0.693 0.509 -0.194
C -2.07554 1.11463 -2.44136 0.286 -0.394 -0.221
H -2.74266 -0.42311 -3.80186 -0.184 0.187 0.078
H -2.76044 1.22012 -4.52863 -0.110 0.035 -0.216
H -1.68201 2.15096 -2.47207 -0.359 -0.001 -0.075
H -3.03472 1.09809 -1.88158 0.280 0.055 -0.098
H -0.78731 -1.57528 -5.26782 -0.039 -0.110 -0.044
H -0.46720 -1.67150 -3.52300 -0.005 0.166 -0.123
H 0.77213 -1.03125 -4.63924 -0.265 -0.116 0.176
H -0.56847 1.55839 -5.98035 -0.055 0.003 0.079
H 0.92490 1.18291 -5.10744 -0.305 0.200 0.136
H -0.24698 2.35582 -4.42813 0.060 -0.252 -0.148
O 0.25056 -0.14772 4.46768 -0.057 0.252 -0.054
C -0.17298 0.52128 3.56378 -0.586 0.554 -1.179
N -0.61046 1.21062 2.67047 0.354 -0.725 1.451
```
Forces are in eV/Å.

Properties
Charge: -2
Multiplicity: 1
Gap between HOMO and LUMO (alpha / beta), eV: 4.65 / 4.94
Energy relative to the best compared isomer or geometry (same formula, charge and spin), kcal per mole: 10.53



No. 4
C16H20O in the gas phase. Source: OMol25; level of theory: wB97M-V/def2-TZVPD.

The geometry in XYZ format:
```
37
Properties=species:S:1:pos:R:3:forces:R:3
C 3.59425 -1.17112 -2.91725 0.340 -0.717 0.132
C 2.44220 -0.20651 -3.22086 0.107 -0.430 -0.535
O 2.17909 0.06702 -4.36280 0.668 -0.562 -1.846
C 1.60086 0.47375 -2.26480 -2.846 3.334 1.651
C 0.47484 1.19919 -2.68819 2.458 -1.172 0.182
C -0.41796 2.02583 -1.85333 -0.426 1.435 1.320
C -0.16175 1.90716 -0.34293 -0.097 -0.460 0.299
C -0.83073 0.60919 0.18560 0.704 1.177 0.503
C -0.70088 0.50748 1.69399 2.664 -0.666 -0.259
C -1.44139 -0.65020 2.19449 -2.327 -0.031 0.294
C -1.31079 -1.91831 1.66481 -0.202 -1.382 1.194
C -2.13176 -2.97388 2.14452 0.056 0.582 0.042
C -3.21257 -2.68581 2.99055 2.427 -0.521 -1.418
C -3.37132 -1.39155 3.38014 -1.142 0.967 2.338
C -2.52385 -0.37151 3.07846 2.130 -3.276 -2.804
C 1.34171 1.88146 -0.12193 1.335 1.220 -1.667
C 1.98426 0.67742 -0.81275 1.510 0.423 -0.037
H 3.64146 -1.96112 -3.71680 -0.129 0.958 0.691
H 3.63556 -1.68453 -1.93489 -0.621 0.401 -0.407
H 4.54192 -0.61673 -2.93316 -0.212 0.067 -0.295
H 0.22778 1.29975 -3.72794 0.175 -0.649 -0.493
H -0.31250 3.13588 -2.03457 0.140 -1.044 -0.593
H -1.49062 1.82367 -2.06485 0.591 -0.084 -0.021
H -0.56253 2.83779 0.14124 -0.019 -1.033 -0.124
H -0.42154 -0.31296 -0.25887 -0.411 0.564 -0.274
H -1.88354 0.73699 0.01041 -0.621 -0.480 -0.505
H -1.12014 1.38265 2.11020 -0.181 1.146 0.664
H 0.39524 0.43445 1.99421 -1.134 0.230 -0.336
H -0.42973 -2.15104 1.08971 0.029 -0.103 -0.411
H -1.89169 -4.02748 1.97659 0.004 0.443 -0.343
H -3.62651 -3.50516 3.50785 -1.136 -0.609 0.289
H -4.05288 -1.18704 4.19140 -0.558 -0.036 -0.008
H -2.43542 0.51664 3.54898 -0.671 2.873 1.505
H 1.74743 1.94251 0.88204 -0.577 -0.152 0.445
H 1.78203 2.79862 -0.61095 -0.465 -0.614 0.309
H 1.62829 -0.15935 -0.29414 -0.158 -1.672 1.092
H 3.11319 0.71686 -0.62417 -1.403 -0.125 -0.576
```
Forces are in eV/Å.

Properties
SMILES: CC(=O)C1=CC[C@@H](CCc2ccccc2)CC1
Multiplicity: 1
Gap between HOMO and LUMO, eV: 9.37
Energy relative to the best compared isomer or geometry (same formula, charge and spin), kcal per mole: 29.24



No. 5
2 unconnected molecules or ions with the total composition C16H20O2. Source: OMol25; level of theory: wB97M-V/def2-TZVPD.

The geometry in XYZ format:
```
38
Properties=species:S:1:pos:R:3:forces:R:3
C 2.87403 1.77881 0.02856 -1.267 -0.254 -0.448
C 1.79385 0.67944 -0.14277 0.316 -0.481 -0.671
C 1.30122 0.08998 1.14231 0.153 1.349 1.925
C 0.81023 -1.17907 1.28193 0.149 -1.180 -1.615
C 0.56578 -1.82690 2.47820 0.026 0.562 0.787
C 0.73305 -1.10412 3.64803 -0.317 0.780 -0.339
O 0.48784 -1.65776 4.86908 0.611 1.152 0.372
C 1.08567 0.26709 3.57521 0.273 -1.799 0.529
C 1.39747 0.81943 2.35954 -0.326 0.065 -0.499
H 3.42008 1.63766 0.95054 0.362 -0.015 0.024
H 2.32717 2.72293 0.07651 0.367 0.182 0.161
H 3.52718 1.81347 -0.84173 0.116 0.004 0.133
H 0.96453 1.05654 -0.73505 -0.210 0.322 0.136
H 2.15079 -0.14747 -0.77821 0.207 0.140 0.291
H 0.66780 -1.73157 0.35331 0.077 -0.144 0.187
H 0.29171 -2.87276 2.55454 -0.112 0.011 -0.319
H 0.07618 -2.49620 4.75161 -0.429 -1.049 -0.118
H 1.28914 0.77092 4.50916 -0.303 0.285 -0.006
H 1.64924 1.86882 2.40718 0.331 0.080 -0.411
C 0.12057 -0.60927 -4.14567 0.139 0.360 0.583
C -0.30169 0.51398 -3.17708 -0.711 0.325 -0.654
C -1.26023 0.22276 -2.05469 0.702 1.160 1.340
C -1.41085 -0.99923 -1.44587 -0.200 -1.173 -0.611
C -2.30482 -1.26313 -0.39832 0.022 0.828 0.073
C -2.83248 -0.17432 0.27386 -0.435 -0.327 -1.422
O -3.73728 -0.36156 1.28882 -0.863 -0.367 -0.997
C -2.65021 1.08274 -0.30318 0.088 1.413 0.841
C -1.84620 1.33874 -1.39543 0.281 -1.728 -0.029
H 1.20559 -0.56875 -4.24356 -0.086 -0.272 -0.341
H -0.37087 -0.41634 -5.09348 0.260 -0.135 -0.272
H -0.17778 -1.61151 -3.84576 0.089 0.014 0.215
H 0.53055 1.10993 -2.78787 0.165 -0.401 -0.044
H -0.84077 1.22473 -3.80877 0.049 0.227 0.089
H -0.80513 -1.82440 -1.81191 -0.386 -0.123 -0.261
H -2.69039 -2.25139 -0.18722 0.606 -0.179 0.382
H -3.37930 -0.17642 2.13506 0.726 0.370 1.112
H -3.13743 1.93516 0.16574 0.067 -0.137 0.164
H -1.52425 2.33906 -1.65262 -0.537 0.137 -0.287
```
Forces are in eV/Å.

Properties
SMILES: CCc1ccc(O)cc1.CCc1ccc(O)cc1
Multiplicity: 1
Gap between HOMO and LUMO, eV: 8.95
Energy relative to the best compared isomer or geometry (same formula, charge and spin), kcal per mole: 40.95



No. 6
2 unconnected molecules or ions with the total composition C16H21BNOS2. Source: OMol25; level of theory: wB97M-V/def2-TZVPD.

The geometry in XYZ format:
```
42
Properties=species:S:1:pos:R:3:forces:R:3
C 5.30555 -1.53547 2.99214 -0.330 0.104 0.274
O 4.21738 -1.10423 3.85352 -0.625 0.075 -0.911
C 3.03867 -0.78682 3.26675 0.263 0.014 0.058
C 1.99297 -0.31954 4.10269 0.253 -0.158 -0.768
C 0.80379 0.06327 3.51919 -0.270 0.022 -0.504
N 0.57115 -0.00634 2.17301 1.040 -0.468 -0.135
B -0.80506 0.47165 1.52429 -0.901 0.063 -0.422
H -0.80793 0.41374 0.24142 0.524 -0.348 1.164
C 1.56121 -0.49713 1.38794 -0.362 0.192 0.444
C 2.79478 -0.87974 1.87849 0.276 -0.035 0.256
H 6.11480 -1.75436 3.68635 -0.041 0.002 -0.206
H 5.03343 -2.43423 2.42352 0.014 0.159 0.250
H 5.59960 -0.73877 2.29623 -0.097 -0.099 0.250
H 2.13369 -0.25184 5.17505 0.003 0.001 -0.151
H -0.02566 0.44805 4.11996 0.312 -0.140 -0.321
H -1.70068 -0.24851 1.92478 0.241 0.030 -0.008
H -1.00904 1.62062 1.87278 0.178 -0.091 -0.146
H 1.33695 -0.58307 0.31932 0.017 0.146 0.652
H 3.55443 -1.23385 1.17287 -0.387 0.137 0.423
C -5.61192 -0.16891 -2.54073 0.510 0.076 -0.101
C -5.21285 0.94648 -1.79074 0.366 0.102 0.203
C -3.87151 1.11667 -1.43705 -0.423 0.128 -0.264
C -2.90812 0.19989 -1.91118 0.773 0.071 0.343
C -1.48388 0.54369 -1.95954 -1.586 0.614 -1.534
S -0.58732 -0.29006 -3.18673 0.193 -1.482 0.665
C 1.03468 -0.39095 -2.39883 0.375 -0.114 -0.446
C 1.67559 0.94014 -2.04316 -0.011 0.178 -0.394
C 0.80647 1.95288 -1.30804 0.173 0.762 -0.141
S -0.94873 2.15665 -1.75947 -0.112 0.173 1.372
C -3.34446 -1.01578 -2.48975 -0.261 -0.058 -0.418
C -4.67615 -1.16380 -2.86547 0.080 0.028 0.173
H -6.64456 -0.25833 -2.88097 0.289 -0.009 0.181
H -5.94334 1.70730 -1.51038 0.224 -0.309 0.007
H -3.55180 1.96435 -0.82759 -0.127 -0.141 -0.318
H 0.94968 -1.08826 -1.55676 -0.035 0.166 -0.304
H 1.61390 -0.87187 -3.20110 0.051 -0.008 0.461
H 2.55284 0.73565 -1.41699 -0.079 0.116 -0.111
H 2.04070 1.40772 -2.96566 -0.062 -0.172 0.162
H 0.84060 1.83199 -0.21715 -0.309 -0.025 -0.282
H 1.16736 2.96399 -1.55458 0.097 -0.308 0.307
H -2.62713 -1.82000 -2.67092 -0.284 0.383 -0.119
H -4.98007 -2.04289 -3.43750 0.051 0.225 0.361
```
Forces are in eV/Å.

Properties
Charge: +1
Multiplicity: 1
Gap between HOMO and LUMO, eV: 6.59



Calculated E_tot (eV), listed in the same order as above: -70616.567; -54645.199; -27189.655; -18962.312; -21010.512; -42808.953